1.
The following is a quantum chemistry calculation of a 2-piece molecular cluster, C5H8FN overall at a distorted geometry, from OMol25.

## Properties
Highest occupied orbital energy = -8.7 eV
Kohn-Sham gap = 9.73 eV
SMILES = C=C=NC.C=CF
Relative energy (zero: lowest compared OMol25 entry of this formula, charge and spin) = 63.2 kcal/mol
E = -349.8185 Ha

The geometry in XYZ format:
```
15
Properties=species:S:1:pos:R:3:nbo_charge:R:1
C -2.58 -0.12 0.62 -0.6622
C -1.84 0.86 0.31 0.4257
N -1.01 1.68 0.00 -0.4432
C 0.20 2.03 0.85 -0.4204
H -3.42 -0.04 1.29 0.2372
H -2.60 -1.02 0.06 0.2418
H 0.88 1.20 0.77 0.2008
H -0.12 2.29 1.88 0.2118
H 0.76 2.93 0.38 0.2072
C 0.78 -1.76 -1.17 -0.5131
C 1.47 -0.82 -0.66 0.2402
F 2.20 -1.01 0.38 -0.3310
H 0.75 -2.77 -0.78 0.2231
H 0.36 -1.50 -2.12 0.2178
H 1.64 0.19 -0.96 0.1641
```

2.
The following is a quantum chemistry calculation of C5H8EuFO4 as an isolated structure at a distorted geometry, from OMol25.

## Properties
Highest occupied orbital energy (alpha / beta) = -10.8 / -10.8 eV
Kohn-Sham gap (alpha / beta) = 3.68 / 3.89 eV
Relative energy (zero: lowest compared OMol25 entry of this formula, charge and spin) = 66.4 kcal/mol
Total charge = +1
Multiplicity = 8
E = -1306.1255 Ha

The geometry in XYZ format:
```
19
Properties=species:S:1:pos:R:3:mulliken_spin:R:1
C -2.11 -0.58 0.62 0.0000
O -1.57 0.23 -0.39 -0.0001
C -2.73 -1.86 0.09 0.0000
H -1.33 -0.82 1.37 0.0000
H -2.88 0.01 1.15 0.0000
H -3.15 -2.45 0.92 0.0000
H -3.54 -1.63 -0.62 0.0000
H -1.98 -2.48 -0.42 0.0000
C 2.80 0.79 -0.25 -0.0012
O 1.92 1.11 0.74 -0.0012
C 0.60 1.36 0.35 -0.0007
C 0.06 0.30 -0.60 -0.0002
O 2.34 0.25 -1.27 -0.0026
O 3.99 1.09 0.02 -0.0138
F 0.58 2.60 -0.27 0.0000
H 0.02 1.43 1.27 0.0002
H 0.35 -0.70 -0.25 0.0001
H 0.05 0.67 -1.63 0.0000
Eu 6.58 0.69 -0.81 7.0195
```